The following is a quantum chemistry calculation of a 10-piece molecular cluster, C19H57F3N9O11 overall, from OMol25.

Positions of all 99 atoms, in Å:
C: 0.96 0.30 0.26
O: -0.27 -0.27 -0.19
O: 1.35 -0.23 1.43
C: 2.02 0.01 -0.88
F: 3.32 0.29 -0.60
F: 1.93 -1.27 -1.29
F: 1.80 0.79 -1.98
C: -1.48 0.44 0.05
C: -2.60 -0.64 -0.08
H: -2.98 -0.67 -1.11
H: -2.31 -1.60 0.33
H: -3.48 -0.17 0.37
H: -1.62 1.19 -0.74
H: -1.58 0.83 1.06
H: 0.86 1.40 0.19
C: 6.71 1.18 0.98
O: 6.39 2.36 0.81
N: 5.91 0.11 0.85
N: 8.04 0.89 1.02
H: 6.19 -0.82 1.10
H: 5.00 0.22 0.42
H: 8.56 1.75 1.06
H: 8.39 0.23 0.35
C: -5.37 -2.26 -1.29
O: -6.19 -1.35 -1.25
N: -4.79 -2.62 -2.47
N: -5.21 -3.19 -0.31
H: -5.24 -2.10 -3.21
H: -4.40 -3.53 -2.64
H: -4.65 -4.00 -0.51
H: -5.92 -3.11 0.40
C: -2.88 1.19 -3.78
O: -3.61 1.75 -2.97
N: -3.27 0.68 -4.99
N: -1.53 1.34 -3.73
H: -2.64 0.31 -5.67
H: -4.28 0.60 -5.04
H: -1.07 1.76 -2.95
H: -1.04 1.11 -4.58
C: -2.26 0.45 5.36
C: -3.04 -0.77 4.75
C: -3.57 -0.31 3.42
O: -4.68 0.59 3.44
C: -5.48 0.47 2.32
N: -2.06 -1.83 4.51
H: -2.67 1.43 5.11
H: -1.25 0.38 4.94
H: -2.13 0.28 6.43
H: -3.81 -1.12 5.44
H: -3.80 -1.26 2.92
H: -2.81 0.01 2.70
H: -5.02 1.01 1.47
H: -6.44 0.97 2.46
H: -5.69 -0.56 2.02
H: -2.64 -2.61 4.20
H: -1.85 -2.21 5.43
C: 0.64 2.14 3.97
C: 1.14 3.49 3.35
C: 2.29 3.28 2.36
O: 3.38 2.46 2.75
C: 4.29 3.10 3.63
N: 0.10 4.34 2.81
H: 0.06 2.47 4.83
H: 1.45 1.53 4.36
H: 0.03 1.53 3.32
H: 1.64 3.92 4.23
H: 2.65 4.27 2.05
H: 1.89 2.80 1.46
H: 4.97 2.30 3.91
H: 3.81 3.59 4.49
H: 4.81 3.97 3.21
H: -0.75 4.17 3.34
H: -0.20 3.89 1.95
C: 1.84 -2.11 -6.06
C: 1.02 -1.31 -5.06
C: 0.57 -1.99 -3.75
O: -0.38 -3.05 -3.90
C: -1.73 -2.70 -4.01
N: 1.70 -0.05 -4.80
H: 2.64 -2.66 -5.54
H: 2.34 -1.56 -6.85
H: 1.15 -2.82 -6.51
H: 0.07 -1.22 -5.61
H: 0.17 -1.25 -3.05
H: 1.51 -2.27 -3.27
H: -1.94 -2.06 -3.16
H: -2.39 -3.55 -3.85
H: -1.98 -2.23 -4.97
H: 1.27 0.37 -3.98
H: 2.60 -0.30 -4.39
O: 3.84 -2.17 1.07
H: 3.52 -2.74 1.78
H: 3.15 -1.50 0.97
O: 5.84 2.05 -2.21
H: 5.15 1.41 -2.44
H: 5.84 2.05 -1.25
O: 0.62 -3.37 0.12
H: 0.54 -2.41 0.07
H: 1.04 -3.62 -0.71

The energy is -64714.445 eV. The gap between HOMO and LUMO is 6.987 eV. Its net charge is -1. The highest occupied orbital energy is -0.180 hartree.

Calculated atomic charges, method Löwdin, unit e:
1. C -0.510
2. O -0.129
3. O -0.157
4. C -0.499
5. F 0.104
6. F 0.109
7. F 0.084
8. C -0.217
9. C -0.058
10. H 0.047
11. H 0.085
12. H 0.047
13. H 0.098
14. H 0.100
15. H 0.123
16. C -0.684
17. O 0.000
18. N 0.196
19. N 0.126
20. H 0.098
21. H 0.078
22. H 0.094
23. H 0.093
24. C -0.701
25. O 0.018
26. N 0.150
27. N 0.159
28. H 0.107
29. H 0.084
30. H 0.097
31. H 0.105
32. C -0.683
33. O 0.025
34. N 0.144
35. N 0.169
36. H 0.083
37. H 0.099
38. H 0.103
39. H 0.084
40. C -0.051
41. C -0.423
42. C -0.221
43. O -0.157
44. C -0.144
45. N 0.036
46. H 0.073
47. H 0.053
48. H 0.065
49. H 0.132
50. H 0.111
51. H 0.115
52. H 0.088
53. H 0.086
54. H 0.080
55. H 0.070
56. H 0.074
57. C -0.056
58. C -0.445
59. C -0.202
60. O -0.176
61. C -0.118
62. N 0.041
63. H 0.061
64. H 0.081
65. H 0.060
66. H 0.114
67. H 0.123
68. H 0.106
69. H 0.088
70. H 0.072
71. H 0.082
72. H 0.065
73. H 0.070
74. C -0.065
75. C -0.456
76. C -0.182
77. O -0.172
78. C -0.125
79. N 0.050
80. H 0.078
81. H 0.073
82. H 0.073
83. H 0.112
84. H 0.105
85. H 0.118
86. H 0.077
87. H 0.069
88. H 0.073
89. H 0.029
90. H 0.076
91. O -0.075
92. H 0.035
93. H -0.007
94. O -0.062
95. H 0.017
96. H -0.007
97. O -0.067
98. H -0.002
99. H 0.018


The following is a quantum chemistry calculation of a 3-piece molecular cluster, C5H15NO3S overall, from OMol25.

Positions of all 25 atoms, in Å:
C: 0.24 -1.76 1.40
N: -1.17 -1.87 1.04
C: -1.89 -0.74 0.82
O: -1.44 0.39 0.83
C: 1.25 -1.97 0.26
C: 0.90 -1.57 -1.16
C: 0.66 -0.09 -1.44
S: 2.17 0.96 -1.31
H: 0.40 -0.81 1.87
H: 0.48 -2.53 2.12
H: -1.36 -2.71 0.51
H: -2.95 -0.90 0.59
H: 1.59 -3.01 0.25
H: 2.15 -1.41 0.53
H: 1.66 -1.94 -1.85
H: -0.04 -2.02 -1.53
H: 0.31 0.05 -2.45
H: -0.07 0.41 -0.82
H: 2.27 1.01 0.03
H: 0.33 1.81 0.94
H: 1.12 3.05 0.53
O: 0.72 2.62 1.30
H: -2.58 1.53 0.03
H: -3.15 1.90 -1.36
O: -3.37 1.87 -0.42

The energy is -23896.319 eV. The gap between HOMO and LUMO is 9.759 eV. Its SMILES is O=CNCCCCS.O.O. The highest occupied orbital energy is -0.341 hartree.

Calculated atomic charges, method Löwdin, unit e:
1. C -0.170
2. N 0.046
3. C -0.305
4. O -0.025
5. C -0.191
6. C -0.279
7. C -0.534
8. S 0.717
9. H 0.117
10. H 0.114
11. H 0.145
12. H 0.147
13. H 0.106
14. H 0.103
15. H 0.109
16. H 0.108
17. H 0.067
18. H 0.029
19. H -0.155
20. H -0.022
21. H 0.019
22. O -0.081
23. H -0.016
24. H 0.026
25. O -0.075


The following is a quantum chemistry calculation of an isolated ion of composition C5H12NO and charge +1, from OMol25.

Positions of all 19 atoms, in Å:
O: -2.42 1.64 0.71
C: -2.03 0.60 0.26
C: -0.64 0.56 -0.37
C: 0.13 -0.72 -0.37
C: 1.45 -0.75 -1.16
C: 0.27 -1.31 1.05
N: 0.13 1.69 0.29
H: -2.65 -0.30 0.29
H: -0.78 0.93 -1.40
H: -0.56 -1.43 -0.84
H: 2.28 -0.53 -0.50
H: 1.45 -0.05 -2.00
H: 1.60 -1.77 -1.50
H: -0.62 -1.14 1.65
H: 1.10 -0.87 1.60
H: 0.40 -2.39 1.00
H: 0.53 1.39 1.18
H: 0.88 1.97 -0.33
H: -0.53 2.47 0.44

The energy is -8910.237 eV. The gap between HOMO and LUMO is 11.183 eV. Its SMILES is CC(C)[C@H]([NH3+])C=O. Its net charge is +1. The highest occupied orbital energy is -0.554 hartree.

Calculated atomic charges, method Löwdin, unit e:
1. O 0.103
2. C -0.163
3. C -0.240
4. C -0.394
5. C -0.036
6. C -0.042
7. N 0.248
8. H 0.155
9. H 0.174
10. H 0.152
11. H 0.083
12. H 0.087
13. H 0.093
14. H 0.081
15. H 0.084
16. H 0.099
17. H 0.173
18. H 0.175
19. H 0.167


The following is a quantum chemistry calculation of one molecule with the formula C19H22ClN3O4, from OMol25.

Positions of all 49 atoms, in Å:
O: 1.98 2.06 -1.93
C: 1.87 2.02 -0.71
N: 2.87 1.93 0.17
H: 2.60 1.89 1.14
C: 4.26 1.73 -0.18
C: 4.75 0.40 0.34
C: 5.54 0.34 1.48
C: 5.95 -0.88 2.00
C: 5.58 -2.06 1.38
C: 4.79 -2.02 0.24
C: 4.38 -0.80 -0.27
Cl: 3.39 -0.78 -1.69
H: 4.50 -2.93 -0.25
H: 5.90 -3.01 1.78
H: 6.57 -0.90 2.89
H: 5.83 1.26 1.97
H: 4.87 2.54 0.24
H: 4.31 1.76 -1.27
C: 0.51 2.05 -0.02
O: 0.40 2.09 1.19
N: -0.49 2.02 -0.91
C: -1.87 1.83 -0.54
H: -2.49 1.94 -1.42
H: -2.13 2.59 0.20
C: -2.09 0.42 0.07
C: -1.23 -0.56 -0.66
C: -1.19 -0.96 -1.96
C: -0.12 -1.88 -2.07
C: 0.42 -1.97 -0.82
O: -0.25 -1.18 0.04
H: 1.24 -2.54 -0.43
H: 0.20 -2.39 -2.95
H: -1.85 -0.64 -2.74
N: -3.50 0.03 -0.03
C: -4.39 0.93 0.69
H: -4.28 1.94 0.32
C: -5.84 0.48 0.46
O: -6.05 -0.84 0.90
C: -5.17 -1.71 0.23
C: -3.72 -1.33 0.46
H: -3.07 -2.01 -0.09
H: -3.48 -1.40 1.54
H: -5.37 -2.71 0.63
H: -5.38 -1.70 -0.85
H: -6.52 1.11 1.03
H: -6.07 0.57 -0.61
H: -4.17 0.92 1.78
H: -1.75 0.43 1.12
H: -0.21 1.92 -1.87

The energy is -45243.012 eV. The gap between HOMO and LUMO is 9.270 eV. Its SMILES is O=C(NCc1ccccc1Cl)C(=O)NC[C@H](c1ccco1)N1CCOCC1. The highest occupied orbital energy is -0.313 hartree.

Calculated atomic charges, method Löwdin, unit e:
1. O 0.043
2. C -0.430
3. N 0.096
4. H 0.149
5. C -0.138
6. C -0.227
7. C -0.039
8. C -0.081
9. C -0.082
10. C -0.104
11. C -0.577
12. Cl 0.785
13. H 0.103
14. H 0.105
15. H 0.103
16. H 0.113
17. H 0.127
18. H 0.114
19. C -0.406
20. O 0.080
21. N 0.088
22. C -0.102
23. H 0.136
24. H 0.125
25. C -0.230
26. C -0.275
27. C -0.016
28. C -0.062
29. C -0.152
30. O 0.058
31. H 0.108
32. H 0.102
33. H 0.117
34. N -0.120
35. C -0.161
36. H 0.116
37. C -0.197
38. O -0.130
39. C -0.193
40. C -0.152
41. H 0.125
42. H 0.138
43. H 0.126
44. H 0.128
45. H 0.126
46. H 0.127
47. H 0.137
48. H 0.159
49. H 0.142


The following is a quantum chemistry calculation of C18H15F10N5STi as an isolated structure, from OMol25.

Positions of all 50 atoms, in Å:
Ti: 0.46 -0.28 0.32
C: 2.17 -2.78 0.65
N: 0.74 -2.34 0.71
C: 0.21 -2.51 2.10
C: -1.09 -1.75 2.26
N: -0.89 -0.44 1.61
C: -1.77 0.64 1.84
C: -1.47 1.83 1.19
F: -0.35 1.78 0.35
C: -2.16 3.01 1.32
F: -1.80 4.10 0.68
C: -3.29 2.99 2.14
F: -4.00 4.09 2.29
C: -3.66 1.82 2.78
F: -4.73 1.80 3.55
C: -2.92 0.65 2.62
F: -3.33 -0.45 3.25
C: -0.05 -3.10 -0.33
C: -1.06 -2.21 -1.06
N: -0.39 -0.91 -1.24
C: -0.36 -0.20 -2.44
C: 0.62 0.77 -2.52
F: 1.42 0.86 -1.38
C: 0.82 1.61 -3.59
F: 1.79 2.51 -3.59
C: -0.04 1.48 -4.67
F: 0.09 2.26 -5.72
C: -1.06 0.53 -4.63
F: -1.89 0.43 -5.65
C: -1.23 -0.29 -3.52
F: -2.24 -1.16 -3.51
H: 2.20 -3.87 0.70
H: 2.71 -2.34 1.47
H: 2.60 -2.46 -0.30
H: 0.96 -2.10 2.77
H: 0.10 -3.57 2.32
H: -1.30 -1.62 3.32
H: -1.94 -2.27 1.82
H: -0.52 -3.97 0.14
H: 0.68 -3.46 -1.06
H: -1.99 -2.09 -0.52
H: -1.30 -2.66 -2.02
N: 4.29 1.27 -0.04
C: 3.39 1.70 0.84
N: 3.30 2.98 1.14
S: 2.34 0.60 1.69
H: 4.94 1.89 -0.49
H: 4.41 0.28 -0.17
H: 3.95 3.67 0.78
H: 2.62 3.28 1.81

The energy is -87470.276 eV. The gap between HOMO and LUMO is 6.849 eV. Its net charge is +2. The highest occupied orbital energy is -0.531 hartree.

Calculated atomic charges, method Löwdin, unit e:
1. Ti 0.999
2. C -0.046
3. N -0.305
4. C -0.140
5. C -0.146
6. N -0.089
7. C -0.124
8. C -0.096
9. F 0.002
10. C -0.130
11. F 0.168
12. C -0.116
13. F 0.184
14. C -0.117
15. F 0.183
16. C -0.120
17. F 0.139
18. C -0.109
19. C -0.140
20. N -0.091
21. C -0.136
22. C -0.105
23. F -0.006
24. C -0.131
25. F 0.160
26. C -0.118
27. F 0.179
28. C -0.118
29. F 0.181
30. C -0.123
31. F 0.140
32. H 0.118
33. H 0.072
34. H 0.101
35. H 0.127
36. H 0.149
37. H 0.142
38. H 0.134
39. H 0.146
40. H 0.132
41. H 0.127
42. H 0.134
43. N 0.163
44. C -0.797
45. N 0.163
46. S 0.729
47. H 0.145
48. H 0.121
49. H 0.145
50. H 0.122


The following is a quantum chemistry calculation of a 2-piece molecular cluster, C4H7ClN2 overall, from OMol25.

Positions of all 14 atoms, in Å:
C: -0.35 0.22 -1.21
C: -0.04 1.02 -0.21
C: -1.79 -1.16 -0.02
C: 1.06 1.97 -0.28
N: -1.17 -0.83 -1.00
N: -2.12 -1.95 0.84
Cl: 2.06 -1.95 1.59
H: -0.15 0.41 -2.27
H: -0.32 0.70 0.77
H: 1.56 -2.97 1.09
H: 1.16 2.62 0.67
H: 1.02 2.64 -1.14
H: 2.00 1.36 -0.16
H: -2.93 -2.08 1.33

The energy is -19762.055 eV. The gap between HOMO and LUMO is 9.058 eV. Its SMILES is C/C=C/N=C=N.Cl. The highest occupied orbital energy is -0.311 hartree.

Calculated atomic charges, method Löwdin, unit e:
1. C -0.181
2. C -0.190
3. C -0.291
4. C -0.129
5. N 0.093
6. N 0.185
7. Cl 0.303
8. H 0.120
9. H 0.097
10. H -0.289
11. H 0.094
12. H 0.075
13. H 0.089
14. H 0.024


The following is a quantum chemistry calculation of one molecule with the formula C2HF2NS, from OMol25.

Positions of all 7 atoms, in Å:
C: 1.68 -1.36 -0.21
C: 1.68 0.34 0.01
N: 1.42 -2.45 -0.35
F: 1.93 0.55 1.29
F: 2.70 0.78 -0.69
S: 0.12 1.07 -0.58
H: -0.68 0.14 -0.03

The energy is -19848.883 eV. The gap between HOMO and LUMO is 11.179 eV. Its SMILES is N#CC(F)(F)S. The highest occupied orbital energy is -0.402 hartree.

Calculated atomic charges, method Löwdin, unit e:
1. C -0.131
2. C -0.885
3. N 0.122
4. F 0.077
5. F 0.070
6. S 0.850
7. H -0.103


The following is a quantum chemistry calculation of an isolated ion of composition C2HN4O2S and charge -1, from OMol25.

Positions of all 10 atoms, in Å:
C: -0.90 0.80 0.02
C: -0.29 -0.50 -0.01
N: -1.27 -1.48 0.05
N: -2.47 -1.06 0.05
N: 0.98 -0.82 -0.03
N: 1.97 0.01 0.04
O: 1.87 1.24 0.20
O: 3.05 -0.53 -0.10
S: -2.59 0.62 -0.01
H: -0.34 1.73 -0.20

The energy is -22978.051 eV. The gap between HOMO and LUMO is 7.183 eV. Its net charge is -1. The highest occupied orbital energy is -0.147 hartree.

Calculated atomic charges, method Löwdin, unit e:
1. C -0.403
2. C -0.467
3. N -0.064
4. N -0.398
5. N 0.073
6. N -0.522
7. O -0.060
8. O -0.054
9. S 0.842
10. H 0.053